[1]
C3H8O3 | the ωB97M-V functional and the def2-TZVPD basis

ORCA input file:
```
! wB97M-V def2-TZVPD RIJCOSX def2/J DEFGRID3
* xyz 0 1
C -0.35 -1.66 0.07
C -0.37 -0.42 0.93
O 0.02 0.58 0.04
C -0.02 0.02 -1.23
O -0.77 -1.18 -1.15
H 0.59 -2.23 -0.05
H -1.11 -2.34 0.50
H 0.32 -0.46 1.79
H -1.38 -0.16 1.32
H -0.59 0.55 -2.01
H 0.98 -0.22 -1.65
O 1.19 2.50 0.75
H 0.77 1.73 0.30
H 0.70 3.28 0.39
*
```

Computed properties:
E_LUMO = 0.8 eV
energy = -344.76603 Ha
energy relative to the best compared isomer or geometry (same formula, charge and spin) = 51.7 kcal per mole
E_HOMO = -10.24 eV
largest force on an atom = 3.2 eV/Å

[2]
C2H6N4OS | the ωB97M-V functional and the def2-TZVPD basis

ORCA input file:
```
! wB97M-V def2-TZVPD RIJCOSX def2/J DEFGRID3
* xyz 0 1
H -3.83 0.59 0.88
N -3.41 0.32 -0.05
C -2.26 -0.15 0.36
N -1.44 -0.75 -0.57
S 0.16 -1.04 -0.27
C 0.84 0.60 -0.27
O 0.17 1.59 -0.42
N 2.17 0.63 0.00
N 3.01 -0.51 0.17
H -1.97 -0.16 1.41
H -1.58 -0.43 -1.54
H 2.69 1.50 -0.08
H 2.77 -1.15 -0.62
H 2.68 -1.05 0.99
*
```

Computed properties:
E_LUMO = 0.5 eV
energy = -772.22360 Ha
energy relative to the best compared isomer or geometry (same formula, charge and spin) = 46.9 kcal per mole
E_HOMO = -9.57 eV
largest force on an atom = 3.5 eV/Å

[3]
C25H24CrF3N4O5S | the ωB97M-V functional and the def2-TZVPD basis

ORCA input file:
```
! wB97M-V def2-TZVPD RIJCOSX def2/J DEFGRID3
* xyz 0 4
Cr -0.06 0.48 -0.12
O -2.32 3.67 0.51
C -1.61 2.72 0.79
O -1.59 1.65 0.00
C -1.03 2.57 2.16
C -1.26 1.11 2.57
C -1.03 0.92 4.02
C 0.50 1.05 4.09
C 0.92 1.15 2.61
O -0.14 0.42 1.97
C 0.58 2.59 2.11
C 1.12 3.00 0.68
O 1.60 4.08 0.44
O 1.13 2.03 -0.24
H -1.38 3.18 2.98
H -2.16 0.69 2.23
H -1.50 1.63 4.67
H -1.30 -0.06 4.39
H 0.95 1.84 4.73
H 0.83 0.09 4.48
H 1.89 0.75 2.37
H 1.13 3.26 2.77
F 6.14 -1.73 1.28
C 4.85 -2.01 1.59
F 4.83 -3.30 1.90
F 4.57 -1.29 2.70
C 3.96 -1.52 0.43
C 4.54 -1.29 -0.81
C 3.84 -0.70 -1.83
C 2.55 -0.31 -1.56
N 1.85 -0.76 -0.48
C 2.53 -1.52 0.50
S 1.67 -2.22 1.73
H 5.63 -1.38 -0.89
H 4.21 -0.48 -2.79
H 1.96 0.32 -2.22
N 0.22 1.31 -6.25
C -0.03 1.12 -4.96
C -0.12 2.14 -4.01
C -0.16 1.90 -2.67
N -0.27 0.65 -2.17
C -0.29 -0.36 -3.10
C -0.25 -0.17 -4.42
H 0.41 2.22 -6.54
H -0.04 0.68 -6.97
H 0.02 3.18 -4.19
H -0.34 2.69 -1.97
H -0.30 -1.34 -2.65
H -0.21 -1.07 -5.11
C -4.94 -3.43 0.99
C -3.77 -2.63 0.52
C -3.91 -1.58 -0.31
C -2.76 -0.81 -0.66
N -1.52 -1.14 -0.22
C -1.36 -2.33 0.49
C -2.47 -3.07 0.88
H -5.03 -4.33 0.43
H -5.86 -2.84 0.84
H -4.84 -3.74 2.01
H -4.95 -1.22 -0.63
H -2.84 0.07 -1.30
H -0.35 -2.57 0.81
H -2.45 -3.94 1.38
*
```

Computed properties:
E_LUMO (alpha / beta) = 0.0 / -0.1 eV
energy = -3304.65652 Ha
energy relative to the best compared isomer or geometry (same formula, charge and spin) = 13.9 kcal per mole
E_HOMO (alpha / beta) = -7.22 / -7.22 eV
largest force on an atom = 4.1 eV/Å
⟨S²⟩ = 3.777

[4]
C5H10N3S | the ωB97M-V functional and the def2-TZVPD basis

ORCA input file:
```
! wB97M-V def2-TZVPD RIJCOSX def2/J DEFGRID3
* xyz 1 1
C -1.13 -0.99 -1.26
C -1.81 -0.68 -0.07
C -1.43 0.45 0.96
C -0.12 1.17 0.50
C 0.97 -0.41 -0.33
N 0.16 -0.99 -1.31
N -2.91 -1.29 0.10
N 2.23 0.25 -0.87
S 1.62 -1.46 1.01
H -1.71 -1.44 -2.23
H -2.29 1.09 0.97
H -1.31 0.01 2.03
H -0.17 1.64 -0.48
H 0.40 1.62 1.30
H -3.39 -1.12 0.88
H 3.05 0.16 -0.21
H 2.08 1.29 -0.81
H 2.52 -0.22 -1.78
H 1.50 -2.50 0.15
*
```

Computed properties:
E_LUMO = -4.2 eV
energy = -758.59062 Ha
energy relative to the best compared isomer or geometry (same formula, charge and spin) = 82.2 kcal per mole
E_HOMO = -13.29 eV
largest force on an atom = 5.3 eV/Å